Record 1
{"formula": "C42H44N2O5S2", "method": "the ωB97M-V functional and the def2-TZVPD basis", "relative_energy_kj_mol": 0.0, "homo_energy_ev": -7.447, "energy_ev": -79150.0770, "mol_weight_g_mol": 720.96, "total_charge": 0, "orbital_gap_ev": 6.001, "multiplicity": 1, "species": ["C", "C", "C", "C", "C", "C", "N", "C", "N", "C", "C", "C", "C", "C", "C", "C", "C", "C", "C", "C", "C", "C", "C", "H", "H", "H", "H", "H", "H", "H", "H", "H", "H", "H", "H", "H", "H", "H", "H", "H", "H", "H", "H", "H", "H", "H", "H", "H", "H", "C", "O", "C", "C", "C", "C", "C", "C", "S", "C", "C", "C", "C", "C", "C", "O", "O", "S", "C", "C", "C", "C", "C", "C", "O", "O", "C", "C", "H", "H", "H", "H", "H", "H", "H", "H", "H", "H", "H", "H", "H", "H", "H", "H", "H", "H"], "positions_angstrom": [[-6.9142, 0.7220, -1.8306], [-5.4323, 0.9140, -1.9653], [-4.8589, 2.1830, -1.8175], [-3.4811, 2.3780, -1.9167], [-2.9045, 3.7264, -1.6352], [-2.6543, 1.2875, -2.2558], [-1.2979, 1.5350, -2.6199], [-0.1598, 0.9931, -2.1229], [0.8806, 1.6938, -2.6779], [2.2571, 1.4232, -2.5102], [2.6695, 0.0700, -2.5177], [1.7776, -0.9985, -3.0621], [3.9478, -0.2637, -2.0620], [4.9372, 0.7143, -1.9521], [6.3395, 0.3029, -1.6802], [4.5716, 2.0403, -2.1878], [3.2452, 2.4327, -2.3912], [3.0233, 3.9082, -2.4587], [0.4327, 2.6829, -3.6625], [-1.0418, 2.4448, -3.7458], [-3.2160, 0.0106, -2.4091], [-2.3540, -1.1369, -2.8176], [-4.5940, -0.1712, -2.2322], [-7.2144, -0.2993, -2.0842], [-7.2506, 0.9157, -0.8061], [-7.4747, 1.4098, -2.4719], [-5.5196, 3.0322, -1.6273], [-1.9990, 3.6623, -1.0231], [-2.6754, 4.2761, -2.5538], [-3.6351, 4.3376, -1.0995], [2.2822, -1.9828, -3.0245], [0.8636, -1.0441, -2.4460], [1.4958, -0.8120, -4.1199], [4.1557, -1.3156, -1.8358], [6.9561, 1.1712, -1.4978], [6.4040, -0.3585, -0.8206], [6.7759, -0.2407, -2.5171], [5.3485, 2.8018, -2.1560], [3.7235, 4.3840, -1.7625], [3.2953, 4.2926, -3.4494], [2.0234, 4.2472, -2.1914], [0.5958, 3.6940, -3.2805], [0.9601, 2.5840, -4.6194], [-1.4003, 2.0197, -4.6952], [-1.5657, 3.3795, -3.5921], [-2.8860, -2.0673, -2.5872], [-2.1503, -1.1333, -3.9002], [-1.3921, -1.1226, -2.2896], [-5.0099, -1.1814, -2.3474], [4.8961, -4.5146, 0.7644], [3.8934, -4.4237, -0.2717], [2.6391, -4.0378, 0.0658], [1.7183, -3.8346, -0.9996], [0.7036, -2.9198, -0.8329], [0.6143, -2.1707, 0.3606], [-0.0426, -0.8891, 0.4473], [-0.3474, -0.4152, 1.7258], [-2.0315, -0.4667, 2.3190], [-2.3539, -1.9858, 3.2400], [-3.3086, -2.8797, 2.7406], [-3.7555, -3.9380, 3.5381], [-3.2367, -4.1408, 4.8255], [-2.1940, -3.3272, 5.2757], [-1.7749, -2.2583, 4.4843], [-2.1504, 0.5980, 3.2894], [-2.8498, -0.4965, 1.1244], [0.9578, -0.1245, 2.9697], [0.7517, 1.4472, 3.7963], [1.0400, 1.5554, 5.1595], [0.8562, 2.7858, 5.7998], [0.3910, 3.8838, 5.0617], [0.1438, 3.7662, 3.6861], [0.3171, 2.5335, 3.0513], [0.6838, -1.0533, 4.0601], [2.2472, -0.1788, 2.3136], [1.1879, -2.8133, 1.5020], [2.2805, -3.6454, 1.3775], [5.8048, -4.7468, 0.2073], [4.9867, -3.5730, 1.3224], [4.6459, -5.3403, 1.4411], [1.9314, -4.3147, -1.9530], [-0.0782, -2.8035, -1.5836], [-0.2499, -0.3032, -0.4635], [-3.7131, -2.7287, 1.7419], [-4.5311, -4.6048, 3.1580], [-3.6392, -4.9207, 5.4797], [-1.7050, -3.4963, 6.2408], [-0.9552, -1.6635, 4.8571], [1.4036, 0.6899, 5.7113], [1.0940, 2.8877, 6.8662], [0.2465, 4.8482, 5.5570], [-0.1736, 4.6326, 3.1011], [0.1349, 2.3995, 1.9881], [0.8189, -2.6142, 2.5067], [2.8222, -3.9464, 2.2767]], "forces_ev_per_angstrom": [[-0.358, -0.015, 0.117], [0.419, -0.089, -0.105], [0.011, -0.459, -0.053], [-0.020, -0.485, -0.012], [-0.145, 0.574, 0.114], [-0.860, -0.324, -0.175], [0.999, -0.042, -0.054], [0.075, 1.138, 0.263], [-0.969, -0.274, -0.475], [1.127, -0.330, 0.050], [0.339, 0.338, 0.301], [-0.492, -0.700, 0.247], [-0.374, 0.230, -0.399], [-0.796, -0.002, -0.201], [0.350, -0.001, 0.105], [0.133, -0.637, 0.152], [-0.348, -0.959, 0.185], [0.193, 0.644, 0.175], [0.492, 0.633, -0.168], [-0.838, 0.184, -0.355], [-0.090, 0.481, 0.008], [0.098, -0.610, -0.018], [0.237, 0.303, 0.009], [0.083, 0.154, 0.007], [0.106, -0.039, -0.074], [0.117, -0.073, -0.002], [0.276, -0.160, 0.093], [-0.068, -0.008, -0.162], [-0.006, 0.035, 0.211], [0.102, -0.097, 0.045], [-0.231, 0.551, -0.021], [0.352, -0.169, -0.641], [0.108, 0.096, 0.584], [0.134, 0.317, -0.376], [0.285, 0.197, 0.126], [-0.026, -0.028, 0.191], [-0.046, -0.004, -0.149], [-0.150, -0.019, 0.057], [-0.202, 0.001, -0.083], [-0.288, -0.013, 0.042], [0.152, -0.110, -0.017], [0.131, -0.143, -0.221], [-0.060, -0.070, 0.227], [0.164, -0.116, 0.238], [-0.091, -0.046, -0.253], [0.241, 0.060, -0.065], [0.000, 0.080, 0.261], [-0.318, -0.066, -0.178], [0.140, 0.470, 0.076], [-0.479, -0.208, -0.398], [-0.616, -0.381, 0.321], [0.794, 1.159, 0.188], [0.356, -0.235, 0.321], [0.418, -0.172, -0.464], [-0.202, 0.543, 0.334], [0.359, -2.585, 0.204], [0.252, 1.331, 2.381], [1.279, 1.503, -0.692], [-0.014, -0.744, 0.019], [0.042, 0.073, 0.023], [0.066, 0.015, 0.263], [0.072, 0.104, -0.196], [-0.334, 0.048, -0.424], [0.156, 0.134, 0.359], [-0.399, -0.463, -0.006], [-0.029, -0.206, 0.469], [-1.046, -1.742, 0.050], [-0.286, 0.456, -0.562], [-0.051, 0.032, 0.015], [0.002, -0.011, -0.412], [0.127, -0.090, -0.166], [0.088, -0.154, 0.181], [0.175, 0.343, 0.278], [1.035, 0.160, 0.097], [-0.427, 0.297, 0.105], [0.074, 0.483, 0.267], [-0.276, -0.415, -0.557], [-0.039, 0.097, 0.301], [-0.042, -0.199, -0.219], [0.141, 0.184, -0.038], [-0.224, 0.026, 0.211], [0.561, 0.307, -0.129], [-1.039, -0.680, -0.034], [0.009, 0.044, 0.237], [0.207, 0.218, 0.091], [0.178, 0.173, -0.386], [-0.292, 0.063, -0.378], [-0.354, 0.175, -0.091], [-0.174, 0.183, -0.180], [-0.174, -0.055, -0.520], [0.039, -0.348, -0.180], [0.031, -0.281, 0.269], [-0.093, 0.120, 0.158], [0.195, 0.324, -0.285], [-0.152, -0.025, -0.453]], "mulliken_charge": [-1.57, 0.86, -1.07, 1.26, -2.06, -0.42, 0.63, -0.84, 0.67, -0.22, 0.99, -0.81, -1.05, 0.59, -1.59, -0.76, 1.09, -1.84, -0.56, -0.64, 1.33, -1.30, -1.24, 0.36, 0.33, 0.36, 0.42, 0.28, 0.39, 0.49, 0.36, -0.29, 0.31, 0.37, 0.37, 0.34, 0.31, 0.37, 0.52, 0.34, 0.35, 0.24, 0.36, 0.23, 0.18, 0.45, 0.37, -0.03, 0.25, -0.87, -0.40, 0.76, -0.48, -0.15, 0.83, -0.02, -0.36, 1.44, -0.04, -0.25, -0.64, -0.36, -0.78, -0.07, -0.71, -0.55, 1.44, 0.16, -0.46, -0.64, -0.40, -0.72, -0.21, -0.77, -0.66, -0.45, -0.85, 0.24, 0.37, 0.35, 0.43, 0.39, 0.04, 0.41, 0.37, 0.36, 0.40, 0.47, 0.44, 0.36, 0.36, 0.38, 0.49, 0.44, 0.48]}



Record 2
{"formula": "C42H45As2BN2NaOSi", "method": "the ωB97M-V functional and the def2-TZVPD basis", "relative_energy_kj_mol": 53.3, "homo_energy_ev": -4.216, "energy_ev": -183963.0359, "mol_weight_g_mol": 805.57, "total_charge": -1, "orbital_gap_ev": 6.375, "multiplicity": 1, "species": ["Na", "C", "Si", "C", "C", "N", "C", "C", "C", "C", "C", "C", "O", "C", "C", "C", "C", "C", "C", "H", "H", "H", "H", "H", "H", "H", "H", "H", "H", "H", "H", "H", "H", "H", "H", "H", "H", "C", "C", "As", "C", "C", "C", "C", "C", "C", "C", "C", "C", "C", "C", "C", "As", "C", "C", "C", "C", "C", "C", "C", "C", "C", "C", "C", "C", "H", "H", "H", "H", "H", "H", "H", "H", "H", "H", "H", "H", "H", "H", "H", "H", "H", "H", "H", "H", "H", "H", "H", "H", "B", "C", "N", "H", "H", "H"], "positions_angstrom": [[0.5756, -1.5720, -0.2820], [2.3963, -0.4804, -2.8156], [3.5369, -0.7552, -1.3161], [5.0293, 0.4319, -1.6103], [4.3047, -2.5129, -1.4160], [2.4855, -0.6178, 0.0138], [2.8715, -0.8937, 1.2762], [4.2083, -0.9024, 1.7199], [4.5649, -1.2432, 3.0031], [3.6006, -1.6117, 3.9255], [2.2734, -1.6025, 3.5347], [1.9086, -1.2329, 2.2575], [0.5755, -1.3070, 1.8312], [-0.4086, -1.2488, 2.7666], [-0.3752, -0.4035, 3.8779], [-1.4548, -0.3469, 4.7396], [-2.5909, -1.1015, 4.4937], [-2.6345, -1.9318, 3.3848], [-1.5412, -2.0320, 2.5421], [2.9476, -0.2254, -3.7147], [1.7129, 0.3375, -2.5922], [1.8145, -1.3727, -3.0175], [5.6331, 0.1161, -2.4589], [5.6841, 0.4841, -0.7455], [4.6836, 1.4403, -1.8123], [4.7011, -2.7496, -2.3982], [3.5585, -3.2625, -1.1652], [5.1157, -2.6140, -0.7017], [4.9667, -0.6452, 0.9993], [5.6094, -1.2448, 3.2871], [3.8715, -1.9259, 4.9222], [1.5151, -1.9133, 4.2405], [0.4905, 0.2152, 4.0605], [-1.4170, 0.2958, 5.6095], [-3.4371, -1.0497, 5.1637], [-3.5208, -2.5136, 3.1715], [-1.5199, -2.7291, 1.7118], [-1.1589, 1.6427, 1.0719], [-2.4800, 1.1318, 0.5181], [-2.0829, -0.6440, -0.2762], [-3.8725, -1.4583, -0.2383], [-5.0557, -0.7500, -0.0658], [-6.2826, -1.3895, -0.1141], [-6.3447, -2.7558, -0.3264], [-5.1729, -3.4798, -0.4833], [-3.9490, -2.8354, -0.4420], [-2.1946, -0.1413, -2.1633], [-1.1902, -0.5885, -3.0138], [-1.1535, -0.1976, -4.3409], [-2.1375, 0.6398, -4.8429], [-3.1712, 1.0534, -4.0191], [-3.1994, 0.6608, -2.6920], [0.2592, 1.4491, -0.2839], [1.7081, 2.2891, 0.7026], [1.7197, 2.4793, 2.0759], [2.7832, 3.1154, 2.6936], [3.8562, 3.5590, 1.9421], [3.8700, 3.3496, 0.5714], [2.7998, 2.7262, -0.0390], [-0.2479, 3.1335, -1.1928], [-0.2602, 4.3491, -0.5169], [-0.7087, 5.5057, -1.1275], [-1.1476, 5.4659, -2.4413], [-1.1122, 4.2713, -3.1410], [-0.6600, 3.1179, -2.5194], [-0.8955, 1.0339, 1.9405], [-1.2311, 2.6885, 1.4012], [-2.8739, 1.8336, -0.2263], [-3.2125, 1.0362, 1.3339], [-5.0240, 0.3191, 0.1141], [-7.1957, -0.8209, 0.0087], [-7.3044, -3.2532, -0.3647], [-5.2213, -4.5486, -0.6398], [-3.0270, -3.3930, -0.5684], [-0.4380, -1.2608, -2.6182], [-0.3517, -0.5349, -4.9833], [-2.0999, 0.9724, -5.8711], [-3.9543, 1.6905, -4.4112], [-4.0232, 0.9866, -2.0655], [0.8889, 2.1346, 2.6800], [2.7721, 3.2703, 3.7653], [4.6835, 4.0629, 2.4234], [4.7199, 3.6760, -0.0135], [2.7928, 2.5592, -1.1125], [0.0889, 4.3961, 0.5094], [-0.7176, 6.4412, -0.5804], [-1.5155, 6.3652, -2.9169], [-1.4365, 4.2382, -4.1735], [-0.6316, 2.1841, -3.0712], [0.1765, -5.6680, -0.2787], [-0.3260, -4.2329, -0.5695], [-0.6969, -3.1635, -0.8337], [-0.4551, -6.1185, 0.6428], [0.0033, -6.2991, -1.2903], [1.3534, -5.5705, -0.0151]], "forces_ev_per_angstrom": [[0.188, 0.109, -0.532], [0.457, 0.038, 0.437], [0.308, -0.361, -0.734], [-0.545, -0.223, 0.357], [-0.336, 0.623, 0.116], [0.948, 0.166, -0.294], [-0.243, 0.017, -0.072], [-0.029, 0.040, 0.091], [0.212, -0.076, 0.168], [0.143, 0.019, 0.110], [-0.243, -0.217, 0.094], [0.652, -0.036, 0.477], [0.283, 0.170, 0.585], [-0.878, -0.100, 0.593], [0.167, 0.109, -0.261], [-0.154, -0.040, 0.005], [-0.150, -0.018, 0.001], [-0.017, -0.027, 0.035], [0.433, -0.070, -0.111], [0.135, 0.004, -0.224], [-0.126, 0.084, -0.045], [-0.207, -0.244, -0.107], [-0.031, -0.192, -0.150], [0.148, 0.029, 0.169], [-0.060, 0.249, -0.052], [0.078, 0.041, -0.273], [-0.150, -0.145, 0.033], [0.182, -0.029, 0.179], [0.179, 0.086, -0.071], [0.075, 0.009, -0.002], [0.001, 0.019, 0.094], [0.033, -0.057, -0.018], [0.096, -0.010, -0.011], [0.053, 0.055, -0.014], [-0.056, 0.029, 0.042], [-0.016, -0.078, 0.014], [-0.095, 0.054, 0.006], [0.005, 0.128, 0.405], [-0.245, 0.113, -0.015], [-1.303, 0.498, 0.066], [0.047, -0.175, 0.103], [0.177, 0.322, 0.087], [-0.151, 0.013, -0.002], [-0.055, -0.060, 0.003], [-0.159, -0.055, -0.007], [0.323, -0.006, 0.026], [0.026, 0.052, -0.278], [0.034, -0.116, 0.248], [0.063, 0.010, -0.187], [0.051, -0.012, -0.056], [-0.106, 0.063, -0.039], [-0.125, 0.039, 0.183], [-0.013, 1.021, 0.026], [0.156, -0.039, 0.089], [-0.343, -0.199, 0.000], [0.165, 0.129, 0.132], [0.068, 0.031, 0.140], [0.081, 0.069, -0.081], [-0.109, -0.124, -0.182], [-0.066, -0.012, -0.117], [0.048, 0.024, 0.283], [0.000, 0.106, 0.037], [-0.068, 0.041, -0.145], [-0.025, 0.147, -0.098], [0.071, -0.378, -0.004], [0.082, 0.127, -0.134], [0.077, -0.205, -0.070], [-0.045, -0.158, 0.061], [0.131, -0.082, -0.264], [-0.019, -0.005, -0.022], [-0.010, 0.039, 0.028], [-0.040, -0.043, -0.003], [0.064, -0.062, -0.015], [-0.117, -0.045, -0.030], [0.000, 0.057, -0.181], [0.064, -0.043, -0.003], [0.000, -0.030, -0.080], [-0.017, 0.016, 0.012], [0.056, 0.022, 0.014], [-0.006, 0.017, -0.004], [-0.001, -0.032, 0.019], [0.056, -0.006, 0.020], [0.009, 0.003, -0.064], [0.105, 0.079, 0.039], [-0.004, -0.005, -0.004], [0.007, -0.019, 0.011], [0.009, 0.048, -0.046], [-0.021, -0.035, -0.019], [-0.051, 0.029, -0.013], [0.263, -0.343, 0.110], [-0.375, 0.661, -0.315], [-0.192, -1.332, -0.372], [-0.105, -0.081, 0.182], [-0.017, -0.165, -0.162], [0.110, -0.065, 0.055]], "mulliken_charge": [0.99, -0.56, 0.18, -1.40, -1.23, 0.09, 0.51, -0.38, -1.21, -0.88, -1.01, 0.67, 0.22, 0.19, 0.20, -1.08, -0.87, -0.42, -0.50, 0.57, -0.13, 0.24, 0.43, 0.39, 0.33, 0.38, 0.31, 0.30, 0.23, 0.40, 0.40, 0.43, 0.67, 0.40, 0.40, 0.48, 0.56, -0.82, -1.95, 1.39, 0.74, -0.33, -0.85, -0.41, -0.91, -0.58, 0.52, -0.31, -0.60, -0.63, -0.82, -0.52, 1.15, 0.16, 0.22, -0.64, -0.69, -0.66, -0.75, 0.55, -0.58, -0.71, -0.56, -0.55, -0.31, -0.04, 0.76, 0.64, 0.63, 0.28, 0.39, 0.38, 0.44, 0.31, 0.43, 0.43, 0.37, 0.40, 0.26, 0.06, 0.42, 0.35, 0.41, 0.52, 0.27, 0.41, 0.36, 0.43, 0.21, 0.55, -0.14, -0.83, -0.19, -0.18, -0.20]}